Molecular formula: HNOP2
Method: DFT, the ωB97M-V functional and the def2-TZVPD basis

ORCA input file:
```
! wB97M-V def2-TZVPD RIJCOSX def2/J DEFGRID3
* xyz 0 1
N -0.62227 -0.32192 0.19731
O -2.77727 1.35621 -0.68530
P -1.56828 -1.69518 -0.10530
P -2.33294 0.62400 0.49987
H 0.41079 -0.15609 0.09240
*
```

Computed properties:
Molecular weight   92.96 g mol⁻¹
HOMO-LUMO gap   0.25977 Ha
Energy above the lowest of the compared OMol25 structures with the same formula, charge and spin   3.0 kcal/mol
LUMO energy   -0.05150 Eh
HOMO energy   -8.470 eV
DFT total energy   -22130.011 eV
SMILES   O=P1=PN1

Here are the natural (NBO) charges for atoms 1 to 4, given in e:
1. N -1.179
2. O -1.055
3. P 0.545
4. P 1.273